The following is a quantum chemistry calculation of a structure of composition C57H144BMnN8O23 at a distorted geometry, from OMol25.

The geometry in XYZ format:
```
234
C57H144BMnN8O23 (ωB97M-V with the def2-TZVPD basis set)
Mn -1.7425 -1.7012 5.5672
O -2.0049 -1.1453 3.6446
C -1.7746 -0.9330 2.4509
O -1.0658 -0.0448 1.8744
B -1.0867 -0.0319 0.3545
O -2.0394 -1.1974 0.0913
C -2.4283 -1.7566 1.2489
O -3.1836 -2.6972 1.4137
O 0.2440 -0.3485 -0.1386
C 0.6385 0.7355 -0.8426
O 1.7212 0.8336 -1.2834
C -0.4915 1.8374 -0.8237
O -1.4652 1.2267 -0.1623
O -0.5576 2.8580 -1.4437
C -5.6568 2.2683 2.1702
C -4.5894 1.6625 3.1065
C -3.8271 2.6356 3.9512
O -5.1034 0.7028 4.0680
H -6.4378 2.9181 2.5947
H -6.1409 1.4269 1.6431
H -5.1120 2.8777 1.4316
H -3.8426 1.1925 2.4933
H -3.0822 2.1655 4.6041
H -4.5201 3.1198 4.7208
H -3.3745 3.4728 3.4353
H -5.4141 -0.0392 3.5884
C 2.9503 4.4593 -2.9831
C 3.6612 3.1281 -3.3924
C 4.6191 3.2962 -4.5741
O 4.4170 2.6142 -2.3414
H 2.0391 4.6713 -3.4292
H 3.6284 5.3216 -3.0664
H 2.7659 4.4111 -1.8368
H 2.7850 2.4871 -3.6610
H 4.0729 3.3536 -5.4852
H 5.2275 2.4053 -4.5729
H 5.1395 4.1649 -4.4062
H 3.7498 2.4545 -1.6041
C -6.7076 -2.3809 0.9391
C -6.8626 -2.4452 2.4720
C -6.9843 -3.9053 2.8632
O -5.7877 -1.7309 3.0904
H -7.5620 -2.9195 0.5611
H -5.7786 -2.8995 0.6398
H -6.7528 -1.3767 0.6074
H -7.7686 -1.8755 2.7545
H -6.1448 -4.4901 2.6127
H -7.8610 -4.2664 2.3764
H -7.2366 -3.9958 3.9402
H -4.9620 -2.1395 2.7269
C 1.7710 1.9833 -7.3750
C 2.9361 1.4226 -8.1624
C 2.7439 1.5377 -9.6264
O 4.1443 2.1115 -7.8164
H 0.8370 1.4379 -7.3546
H 1.6269 3.0307 -7.6726
H 2.1093 1.9815 -6.3452
H 3.0289 0.3701 -7.8141
H 2.8306 2.5799 -9.9164
H 1.7117 1.2133 -9.8487
H 3.3954 0.9241 -10.2552
H 4.6827 2.1246 -8.6179
C 0.7614 -3.1241 3.0140
C -0.2654 -3.8915 3.7394
C -0.1070 -5.3767 3.6630
O -0.2806 -3.3559 5.1612
H 1.7257 -3.4412 3.4518
H 0.6990 -2.0659 2.9854
H 0.7936 -3.5158 2.0007
H -1.2364 -3.5561 3.4817
H -0.3186 -5.5994 2.6039
H -0.8910 -5.9164 4.2130
H 0.8961 -5.7702 3.9260
H 0.6326 -3.1256 5.4363
C 3.9192 1.9681 3.2614
C 2.3902 1.7530 3.2497
C 1.7694 2.4631 2.1001
O 1.9551 0.3553 3.4008
H 3.9845 3.0182 3.5482
H 4.3110 1.6344 2.3396
H 4.4542 1.4860 4.0614
H 1.9707 2.2429 4.1408
H 0.6808 2.4921 2.1942
H 2.1336 2.0171 1.1368
H 2.0422 3.4975 2.1062
H 2.4543 -0.1346 2.7801
C -1.5574 4.8369 1.9060
C -2.6633 5.8405 1.4907
C -2.3732 6.2806 0.0783
O -4.0127 5.2512 1.6448
H -1.8449 3.9571 1.3281
H -1.5956 4.4587 2.9204
H -0.5110 5.2328 1.7155
H -2.5870 6.7533 2.0849
H -3.0553 7.0777 -0.1396
H -2.3825 5.3350 -0.5596
H -1.4204 6.8178 0.0436
H -4.6221 5.5508 0.9797
C 0.4912 1.5722 6.5545
C 0.5522 0.0914 6.2932
C 1.8851 -0.5901 6.4789
O 1.7465 -2.0129 6.7052
C 3.0505 -2.5612 6.9761
N -0.4522 -0.6509 7.1772
H -0.4871 1.9924 6.2977
H 1.2742 2.1358 6.0192
H 0.7317 1.7377 7.6095
H 0.1870 -0.0561 5.2547
H 2.2858 -0.2128 7.4544
H 2.5184 -0.3913 5.6156
H 3.2389 -2.2629 8.0366
H 3.7524 -2.2489 6.2294
H 2.9000 -3.5946 6.7890
H 0.0176 -1.3574 7.7127
H -0.9833 -0.0500 7.7876
C -4.4262 -0.4264 -2.4270
C -4.5697 0.9333 -1.7778
C -4.2890 2.0475 -2.7940
O -5.2633 2.0177 -3.7398
C -5.0886 3.1282 -4.6930
N -5.8781 1.0500 -1.1227
H -5.2145 -0.4778 -3.2360
H -4.4599 -1.1765 -1.6751
H -3.5057 -0.4970 -3.0143
H -3.8186 1.0639 -0.9573
H -3.2842 1.8526 -3.3072
H -4.2510 2.9824 -2.2418
H -5.8825 3.0998 -5.4770
H -4.1728 2.9054 -5.2434
H -5.0761 4.0804 -4.3025
H -6.0090 1.9213 -0.6755
H -6.5759 0.9267 -1.8474
C 6.4198 7.1846 1.1366
C 5.1848 6.3651 0.5935
C 4.0550 7.2936 0.2247
O 2.9720 6.3881 -0.1499
C 1.7564 6.9731 -0.4483
N 5.6093 5.5996 -0.5830
H 7.2473 6.5354 1.2818
H 6.2140 7.6075 2.0996
H 6.7255 7.9675 0.4156
H 4.8436 5.7074 1.3911
H 4.2754 7.9162 -0.6253
H 3.7642 7.8453 1.1246
H 1.8260 8.0645 -0.7508
H 1.1395 6.8990 0.4603
H 1.1963 6.3972 -1.1993
H 6.3252 4.9154 -0.2757
H 4.8755 5.0193 -0.9782
C 4.5361 -3.7530 0.9537
C 4.7199 -2.2399 1.1860
C 5.6690 -1.7869 0.1466
O 5.7303 -0.3664 0.2691
C 6.6030 0.0610 -0.7411
N 3.4285 -1.5137 1.1742
H 5.5449 -4.2200 1.0756
H 4.1758 -3.8417 -0.0388
H 3.8783 -4.2413 1.7492
H 5.1206 -1.9670 2.1834
H 5.3704 -2.1101 -0.8688
H 6.7214 -2.0723 0.3256
H 6.4387 1.1821 -0.7817
H 6.3444 -0.3803 -1.6568
H 7.6329 -0.0923 -0.5268
H 2.8868 -1.8906 0.4144
H 3.6467 -0.5948 0.8242
C 4.2238 -6.3489 -2.7063
C 3.0399 -6.0086 -1.8698
C 2.3146 -4.7024 -2.2881
O 1.4346 -4.3231 -1.2761
C 0.7286 -3.1789 -1.6432
N 2.2104 -7.2123 -1.7528
H 4.0480 -6.9906 -3.5823
H 4.9307 -7.0208 -2.0980
H 4.7877 -5.4729 -2.9486
H 3.4615 -5.7041 -0.8949
H 1.6571 -4.9121 -3.1979
H 3.0488 -3.8632 -2.4259
H 0.0371 -2.8140 -0.8618
H -0.0034 -3.4576 -2.4507
H 1.3918 -2.4055 -1.9748
H 2.1517 -7.6933 -2.6288
H 1.2893 -7.0762 -1.3800
C -4.0887 -3.4815 -4.3144
C -3.1629 -3.1198 -5.4484
C -2.6678 -1.7043 -5.4470
O -1.8561 -1.4939 -4.3119
C -1.0827 -0.2604 -4.3499
N -1.9247 -3.9390 -5.5825
H -3.6476 -3.1148 -3.3813
H -4.3376 -4.5506 -4.1082
H -5.0246 -2.9359 -4.4333
H -3.7375 -3.2060 -6.3589
H -3.4388 -0.9491 -5.3965
H -2.1318 -1.4295 -6.3857
H -0.5240 -0.2829 -5.2917
H -0.4540 -0.2482 -3.4673
H -1.7071 0.6630 -4.4252
H -2.0145 -4.7293 -4.9305
H -1.1324 -3.4409 -5.1988
C -5.6005 -0.2284 7.1953
C -4.4469 -1.1179 6.7893
C -4.7853 -2.4380 6.1301
O -3.5346 -3.1081 5.7901
C -3.7673 -4.3402 5.0231
N -3.4629 -0.4069 5.8888
H -5.1557 0.7353 7.5079
H -6.0725 -0.5330 8.1812
H -6.3616 -0.1284 6.4590
H -3.8821 -1.2345 7.7259
H -5.3740 -2.2764 5.1876
H -5.3979 -3.1117 6.7373
H -4.4681 -4.1843 4.2068
H -4.1825 -5.1120 5.6971
H -2.7874 -4.7366 4.6772
H -3.1821 0.3360 6.4590
H -3.9207 -0.0753 5.0681
C 2.3078 -3.7573 -5.7046
C 1.7109 -2.3805 -5.5324
C 2.8096 -1.4119 -5.0578
O 3.1848 -1.7863 -3.7353
C 4.2043 -0.9142 -3.2071
N 1.0181 -1.8974 -6.7406
H 1.5329 -4.4846 -5.9181
H 2.6570 -4.1229 -4.7605
H 3.0116 -3.7175 -6.5090
H 0.9285 -2.4381 -4.7810
H 2.5252 -0.3374 -5.0524
H 3.6314 -1.4920 -5.7749
H 5.1380 -1.3555 -3.4775
H 4.0868 -0.7716 -2.0920
H 4.0105 0.1359 -3.5489
H 1.6340 -1.6382 -7.5096
H 0.3732 -2.6301 -7.0492
```

- F_max (eV/A) = 4.178
- net charge = +1
- M (g mol⁻¹) = 1375.56
- DFT total energy (Ha) = -5602.4450
- HOMO (alpha / beta) (eV) = -10.3 / -10.3
- multiplicity = 6

Here are the Mulliken charges for atoms 1 to 4, given in e: atom 1 (Mn): 0.88, atom 2 (O): 1.82, atom 3 (C): -0.53, atom 4 (O): -0.60

The following is a quantum chemistry calculation of a cluster of 3 separate species, CH10N2O2 in total at a distorted geometry, from OMol25.

The geometry in XYZ format:
```
15
CH10N2O2 (ωB97M-V with the def2-TZVPD basis set)
N 0.5295 0.0210 -0.9438
C -0.1257 1.1376 -0.1287
N -1.4743 0.7353 0.4045
H 1.2766 -0.1831 -0.2833
H 0.1090 -0.8711 -0.8927
H -0.2513 1.9785 -0.9393
H 0.5849 1.5294 0.5389
H -1.9529 1.6058 0.4472
H -1.3008 0.4929 1.3624
O 1.6270 -1.2790 -3.6702
H 1.4135 -2.2187 -3.8290
H 1.2241 -1.0503 -2.8967
O -0.6876 -0.4334 4.0302
H -1.4038 0.2411 4.0442
H 0.1527 0.0551 4.1159
```

- SMILES string = NCN.O.O
- F_max (eV/A) = 5.111
- net charge = 0
- M (g mol⁻¹) = 82.10
- DFT total energy (Ha) = -304.0392
- HOMO (eV) = -9.9

Here are the Mulliken charges for atoms 1 to 4, given in e: atom 1 (N): -0.62, atom 2 (C): -0.30, atom 3 (N): -0.62, atom 4 (H): 0.20

The following is a quantum chemistry calculation of a structure of composition C43H55AlN3O5P2SSbSe2, from OMol25.

The geometry in XYZ format:
```
113
C43H55AlN3O5P2SSbSe2 (ωB97M-V with the def2-TZVPD basis set)
Al -1.2657 1.7870 1.8065
O 6.5718 -1.3966 2.8257
C 5.6081 -2.4445 2.6699
C 4.2696 -1.8391 2.2407
C 4.2977 -1.4347 0.7515
O 5.5764 -1.0416 0.2735
C 3.1878 -2.8940 2.4807
Se 1.4374 -2.1508 2.0522
C 3.9530 -0.6370 3.1407
Se 2.0659 -0.0929 2.9936
H 7.4242 -1.7889 3.0345
H 5.4777 -2.9680 3.6229
H 5.9434 -3.1599 1.9132
H 3.5651 -0.6391 0.5865
H 3.9925 -2.2877 0.1397
H 6.0845 -0.6699 1.0047
H 3.1919 -3.2248 3.5194
H 3.3219 -3.7605 1.8299
H 4.5649 0.2243 2.8732
H 4.1521 -0.8866 4.1824
O -2.7885 4.8606 -0.1744
C -2.6568 3.6770 0.0436
O -1.9934 3.2291 1.0956
C -3.1864 2.6125 -0.8741
P -1.9265 1.3147 -1.2454
C -3.0801 0.1869 -2.1058
C -3.4068 0.3172 -3.4540
C -4.3973 -0.4764 -4.0111
C -5.0652 -1.4108 -3.2282
C -4.7365 -1.5537 -1.8877
C -3.7489 -0.7547 -1.3271
C -0.9739 2.0389 -2.6191
C -1.0141 3.3873 -2.9627
C -0.2075 3.8733 -3.9866
C 0.6339 3.0161 -4.6783
C 0.6768 1.6676 -4.3411
C -0.1128 1.1839 -3.3127
H -3.6253 3.0587 -1.7657
H -3.9728 2.0716 -0.3395
H -2.8872 1.0396 -4.0712
H -4.6450 -0.3688 -5.0597
H -5.8362 -2.0341 -3.6636
H -5.2361 -2.2970 -1.2784
H -3.4931 -0.8606 -0.2771
H -1.6710 4.0732 -2.4404
H -0.2473 4.9237 -4.2463
H 1.2549 3.3954 -5.4798
H 1.3299 0.9920 -4.8788
H -0.0709 0.1276 -3.0586
C 2.2559 5.1224 4.5268
N 1.9083 4.0654 3.5906
C 3.0511 3.2491 3.1921
P 0.6156 4.1049 2.5811
O 0.2663 2.6642 2.2298
N -0.5147 4.9306 3.4332
C -0.9739 4.3415 4.6961
C -1.5481 5.7313 2.7698
N 0.9728 4.9019 1.1991
C 0.6222 4.4550 -0.1467
C 1.4054 6.2901 1.2691
H 2.6473 4.6775 5.4445
H 1.3833 5.7205 4.7744
H 3.0300 5.7796 4.1151
H 3.4131 2.6746 4.0473
H 3.8630 3.8831 2.8206
H 2.7661 2.5530 2.4061
H -0.1348 3.9650 5.2772
H -1.6756 3.5183 4.5275
H -1.4792 5.1157 5.2741
H -1.2827 5.9457 1.7393
H -1.6782 6.6663 3.3187
H -2.4957 5.1936 2.7446
H 0.4280 3.3864 -0.1543
H 1.4701 4.6467 -0.8076
H -0.2577 4.9822 -0.5220
H 1.6807 6.5609 2.2875
H 0.6133 6.9677 0.9364
H 2.2780 6.4382 0.6290
S -1.7279 -0.0291 2.6120
Sb -0.9642 -2.9226 -0.4625
C -2.8152 -3.9912 -0.6077
C -3.7280 -3.7983 0.4271
C -4.9399 -4.4790 0.4389
C -5.2526 -5.3538 -0.5918
C -4.3455 -5.5576 -1.6246
C -3.1305 -4.8866 -1.6263
C 0.1845 -4.7123 -0.1155
C 0.8440 -5.4290 -1.1105
C 1.5383 -6.5939 -0.8075
C 1.5768 -7.0647 0.4974
C 0.9112 -6.3689 1.4968
C 0.2227 -5.2021 1.1909
C -0.4706 -2.7293 -2.5349
C -1.4425 -2.5987 -3.5222
C -1.0903 -2.2867 -4.8298
C 0.2413 -2.0970 -5.1682
C 1.2221 -2.2216 -4.1933
C 0.8660 -2.5306 -2.8878
H -3.5014 -3.0998 1.2282
H -5.6393 -4.3201 1.2503
H -6.1981 -5.8817 -0.5887
H -4.5834 -6.2463 -2.4263
H -2.4266 -5.0635 -2.4324
H 0.8201 -5.0833 -2.1371
H 2.0453 -7.1378 -1.5952
H 2.1165 -7.9736 0.7319
H 0.9233 -6.7351 2.5162
H -0.2960 -4.6779 1.9866
H -2.4872 -2.7293 -3.2753
H -1.8628 -2.1832 -5.5821
H 0.5148 -1.8504 -6.1866
H 2.2648 -2.0731 -4.4474
H 1.6444 -2.6086 -2.1345
```

- F_max (eV/A) = 0.350
- net charge = 0
- M (g mol⁻¹) = 1094.61
- DFT total energy (Ha) = -8578.6565
- HOMO (eV) = -7.1

Here are the Mulliken charges for atoms 1 to 4, given in e: atom 1 (Al): 0.03, atom 2 (O): -0.53, atom 3 (C): -1.31, atom 4 (C): 1.30